Record 1
C4H10Si as an isolated structure. Source: the OMol25 dataset; level of theory: ωB97M-V/def2-TZVPD.

Each line ends with the Löwdin charge.
CARTESIAN COORDINATES (ANGSTROEM)
C 1.6295 -0.4258 -0.7274  -0.34
C 1.3241 -0.7814 0.7709  -0.29
C -2.0563 -1.2229 -0.1691  -0.05
C -0.4064 2.1099 0.1116  -0.26
Si -0.0592 0.1949 -0.0844  0.72
H 2.5424 0.0922 -1.0994  0.05
H 1.5033 -1.4001 -1.2224  0.04
H 1.5140 -1.8483 0.9411  0.05
H 1.8445 -0.2553 1.5510  0.04
H -1.7697 -2.0685 -0.6808  -0.02
H -2.2754 -1.5943 0.7839  -0.02
H -2.6929 -0.4447 -0.5894  0.02
H -1.0348 2.5553 -0.6849  0.01
H -0.7271 2.7178 1.0861  0.06
H 0.6641 2.3713 0.0135  0.00

Spin multiplicity = 3
Energy relative to the best compared isomer or geometry (same formula, charge and spin) = 32.8 kcal per mole
LUMO level (spin up / spin down) = 1.07 / -2.23 eV
Maximum force = 0.0570 hartree/bohr

---

Record 2
A 2-piece molecular cluster, C3H6O2 overall. Source: the OMol25 dataset; level of theory: ωB97M-V/def2-TZVPD.

Each line ends with the Löwdin charge.
CARTESIAN COORDINATES (ANGSTROEM)
C -0.0104 -2.2419 -1.2041  -0.05
C -1.3825 -2.4062 -0.5621  -0.33
O -1.6816 -3.1867 0.2944  0.04
H 0.1107 -1.1553 -1.1516  0.07
H 0.7704 -2.7599 -0.6584  0.08
H -0.0933 -2.5896 -2.2299  0.08
H -2.2028 -1.9147 -1.1162  0.11
C 1.0663 3.5288 0.8587  -0.14
O 2.0378 4.2292 0.7509  -0.01
H 0.1098 4.0766 0.9241  0.08
H 1.0481 2.4339 0.8848  0.07

Spin multiplicity = 1
SMILES = CC=O.C=O
Energy relative to the best compared isomer or geometry (same formula, charge and spin) = 48.3 kcal per mole
LUMO level = 0.51 eV
Maximum force = 0.0367 hartree/bohr

---

Record 3
A 2-piece molecular cluster, C31H61FN2O7 overall. Source: the OMol25 dataset; level of theory: ωB97M-V/def2-TZVPD.

Each line ends with the Löwdin charge.
CARTESIAN COORDINATES (ANGSTROEM)
C 3.4911 0.0397 -3.1264  -0.07
C 2.3512 -0.4516 -2.2384  -0.27
N 2.2715 -1.8873 -2.3367  0.05
C 1.3705 -2.9064 -1.7943  -0.32
C 2.1646 -3.8719 -0.8708  -0.11
O 3.5337 -3.5507 -0.7657  -0.13
C 3.8851 -3.0004 0.4872  -0.18
C 5.3354 -2.5477 0.4691  -0.17
O 5.4371 -1.1426 0.5935  -0.13
C 6.1117 -0.4532 -0.4398  -0.18
C 6.9517 0.6727 0.1551  -0.17
O 8.0856 0.9038 -0.6772  -0.16
C 8.0229 2.0777 -1.4600  -0.28
C 8.4946 3.3246 -0.7080  -0.07
N 0.8298 -3.6545 -2.9605  0.15
C -0.0081 -2.7776 -3.6078  -0.44
O -0.2182 -2.7441 -4.8020  0.10
C -0.6359 -1.8774 -2.5645  -0.15
C -2.1555 -1.7838 -2.7433  -0.12
C -2.5330 -0.9133 -3.9648  -0.15
C -3.5935 0.1266 -3.6834  -0.17
O -2.9531 1.2717 -3.0829  -0.03
C -3.7912 2.3045 -2.8096  -0.54
C -3.6180 2.8470 -1.4288  0.02
O -4.5724 2.7265 -3.6143  0.13
C -0.0009 -2.3817 -1.2255  -0.23
C 0.2157 -1.3354 -0.1177  -0.12
C -0.9131 -0.3404 0.1706  -0.17
C -0.8865 0.1019 1.6464  -0.17
C -1.5053 1.4726 1.8845  -0.27
O -0.5333 2.5113 1.8088  -0.05
C -0.9611 -3.4409 -0.6043  -0.23
F -0.4009 -3.9850 0.5701  -0.03
C -1.5368 -4.6190 -1.4076  -0.17
C -0.8063 -5.9517 -1.2454  -0.08
H 3.4257 1.1154 -3.2721  0.08
H 4.4616 -0.2390 -2.7185  0.05
H 3.4101 -0.4211 -4.1147  0.08
H 1.4559 0.0883 -2.5682  0.10
H 2.5715 -0.1076 -1.2276  0.10
H 2.8045 -2.2515 -3.1057  0.12
H 2.1025 -4.8789 -1.2768  0.12
H 1.7251 -3.8468 0.1179  0.11
H 3.7301 -3.7454 1.2775  0.13
H 3.2607 -2.1342 0.7354  0.13
H 5.8068 -2.9155 -0.4445  0.13
H 5.8665 -3.0019 1.3099  0.12
H 6.7862 -1.1021 -1.0005  0.13
H 5.3711 -0.0261 -1.1256  0.09
H 7.3042 0.3872 1.1448  0.13
H 6.3721 1.5965 0.2174  0.12
H 7.0101 2.2340 -1.8472  0.11
H 8.6600 1.9052 -2.3275  0.11
H 9.0908 3.0244 0.1516  0.08
H 7.6646 3.9421 -0.3676  0.07
H 9.1221 3.9478 -1.3449  0.07
H 1.5058 -4.0973 -3.5720  0.16
H -0.3004 -0.8477 -2.6738  0.13
H -2.6190 -1.3460 -1.8610  0.10
H -2.6075 -2.7615 -2.8967  0.11
H -2.8806 -1.5368 -4.7869  0.12
H -1.6529 -0.3889 -4.3365  0.12
H -4.3664 -0.2410 -3.0021  0.13
H -4.0876 0.4376 -4.6038  0.12
H -4.4512 3.5128 -1.2188  0.09
H -3.6114 2.0314 -0.7097  0.07
H -2.6897 3.4125 -1.3518  0.09
H 0.4308 -1.8709 0.8095  0.12
H 1.0962 -0.7508 -0.3178  0.09
H -1.8946 -0.7675 -0.0261  0.10
H -0.7741 0.5568 -0.4405  0.12
H 0.1365 0.0849 2.0239  0.12
H -1.4475 -0.6413 2.2207  0.12
H -1.9913 1.4967 2.8587  0.10
H -2.2757 1.6258 1.1248  0.09
H -0.5844 2.9197 0.9412  0.08
H -1.8037 -2.8510 -0.2346  0.14
H -1.6223 -4.3898 -2.4631  0.09
H -2.5534 -4.7758 -1.0385  0.12
H -0.9454 -6.3514 -0.2442  0.07
H -1.2386 -6.6666 -1.9460  0.08
H 0.2489 -5.8706 -1.4734  0.05
C -5.4841 5.1280 6.7223  -0.11
C -6.2525 4.2391 5.7487  -0.27
C -5.6584 2.8393 5.6005  -0.23
C -4.2312 2.8026 5.0506  -0.23
C -4.0495 3.4692 3.6881  -0.26
C -4.8643 2.8120 2.5775  -0.11
H -4.4553 5.2891 6.3971  0.06
H -5.9548 6.1076 6.8122  0.07
H -5.4550 4.6788 7.7171  0.07
H -6.3085 4.7289 4.7727  0.10
H -7.2843 4.1415 6.0953  0.10
H -6.3129 2.2417 4.9601  0.10
H -5.6653 2.3465 6.5776  0.11
H -3.9164 1.7561 4.9772  0.11
H -3.5500 3.2693 5.7666  0.10
H -2.9903 3.4313 3.4231  0.09
H -4.3059 4.5301 3.7489  0.10
H -4.5927 1.7591 2.4659  0.07
H -4.6847 3.3095 1.6233  0.06
H -5.9357 2.8626 2.7753  0.07

Spin multiplicity = 1
SMILES = CCN[C@]1(COCCOCCOCC)NC(=O)[C@@H](CCCOC(C)=O)[C@@]1(CCCCO)[C@H](F)CC.CCCCCC
LUMO level = 0.40 eV
Maximum force = 0.0176 hartree/bohr

---

Record 4
A 3-piece molecular cluster, C2H7O2 overall. Source: the OMol25 dataset; level of theory: ωB97M-V/def2-TZVPD.

Each line ends with the Löwdin charge.
CARTESIAN COORDINATES (ANGSTROEM)
O -0.8455 -0.7438 -2.5051  0.18
H -1.9739 -0.6818 -2.4102  0.35
H 0.0060 -1.0957 -2.9411  0.23
H -0.5748 -1.2741 -1.6531  0.20
O 1.6011 -0.8736 0.2752  -0.09
C 1.3252 0.0999 1.0703  -0.23
C -0.0090 1.0467 1.1242  -0.06
H 1.9300 -0.1695 2.0926  0.16
H -1.1727 1.0518 1.0123  0.06
H 0.2900 1.9892 1.3743  -0.03
H -0.5764 0.6507 2.5607  0.22

Spin multiplicity = 1
Charge = +1
Energy relative to the best compared isomer or geometry (same formula, charge and spin) = 162.8 kcal per mole
LUMO level = -6.27 eV
Maximum force = 0.1223 hartree/bohr

---

Record 5
C5H8O2 as an isolated structure. Source: the OMol25 dataset; level of theory: ωB97M-V/def2-TZVPD.

Each line ends with the Löwdin charge.
CARTESIAN COORDINATES (ANGSTROEM)
O 2.4106 0.3097 -0.0994  -0.02
C 1.2105 0.1280 0.6095  -0.35
C 0.0930 1.1919 0.4121  -0.07
C -0.8977 0.1124 0.0019  -0.19
C -1.9598 0.2476 -0.9558  -0.43
O -2.1615 1.2835 -1.5750  -0.01
C 0.2211 -0.9740 0.1055  -0.04
H 2.2039 0.6060 -0.9960  0.10
H 1.5259 -0.0124 1.6491  0.15
H 0.3087 1.9526 -0.3478  0.13
H -0.2329 1.6920 1.3236  0.12
H -2.5195 -0.7071 -1.1001  0.13
H -2.2847 0.2690 0.4479  0.25
H 0.5397 -1.3532 -0.8829  0.13
H 0.0423 -1.8314 0.7505  0.11

Spin multiplicity = 1
Energy relative to the best compared isomer or geometry (same formula, charge and spin) = 89.5 kcal per mole
LUMO level = 0.53 eV
Maximum force = 0.0631 hartree/bohr

---

Record 6
A 2-piece molecular cluster, C4H14N3 overall. Source: the OMol25 dataset; level of theory: ωB97M-V/def2-TZVPD.

Each line ends with the Löwdin charge.
CARTESIAN COORDINATES (ANGSTROEM)
C -1.1307 2.2779 2.0819  -0.09
C -1.6635 0.9079 1.5573  -0.28
N -1.7858 0.8731 0.0601  -0.03
H -1.9298 3.0673 2.0436  0.09
H -0.7677 2.2522 3.1360  0.09
H -0.2945 2.6374 1.4430  0.07
H -1.0298 0.0409 1.8340  0.10
H -2.6288 0.6504 2.0047  0.11
H -2.4507 0.1533 -0.2477  0.12
H -2.1437 1.8105 -0.1637  0.11
C 2.2255 -2.7698 -1.5037  -0.05
N 0.6274 0.4009 -0.8303  0.16
C 0.8532 -0.8644 -0.9235  -0.18
N 1.8428 -1.3665 -1.6725  -0.01
H 1.9079 -3.4515 -2.3147  0.10
H 1.7917 -3.1264 -0.5679  0.09
H 3.3088 -2.7532 -1.5102  0.09
H 1.3192 1.0236 -1.1528  0.11
H -0.3609 0.7551 -0.3957  0.06
H 0.2773 -1.5511 -0.2704  0.16
H 2.0322 -0.9676 -2.6075  0.18

Spin multiplicity = 1
Charge = +1
Energy relative to the best compared isomer or geometry (same formula, charge and spin) = 20.8 kcal per mole
LUMO level = -3.07 eV
Maximum force = 0.0317 hartree/bohr